Density functional theory data (ωB97M-V/def2-TZVPD) for an isolated molecule of C2H8BN at a distorted geometry.

Geometry as XYZ:
```
12
C2H8BN, DFT ωB97M-V/def2-TZVPD
N -0.12506 -0.06647 -0.06268
H -0.08538 2.01090 0.01758
B -1.53107 0.07368 0.00885
H 1.25640 1.19329 0.90607
H -0.12235 -1.97016 -0.10527
H 1.11262 -1.20247 0.90993
H 1.28740 1.24820 -0.82494
H 1.48517 -1.47791 -0.82802
H -2.17594 1.07388 0.07956
C 0.67684 -1.24186 -0.01894
H -2.32728 -0.88345 -0.02996
C 0.54865 1.24237 -0.05217
```

## Properties
Total charge: 0
Structure (SMILES): BN(C)C
M (g/mol): 56.91
DFT total energy (Eh): -160.56986
Energy above the lowest of the compared OMol25 structures with the same formula, charge and spin (kcal/mol): 43.0
Gap between HOMO and LUMO (eV): 10.440
2S+1: 1

Density functional theory data (ωB97M-V/def2-TZVPD) for a cluster of 2 separate species, C3H5O4 in total at a distorted geometry.

Geometry as XYZ:
```
12
C3H5O4, DFT ωB97M-V/def2-TZVPD
O 0.26267 -1.11837 4.37632
H -0.85199 -0.78813 -2.65388
H 0.86997 -0.41863 4.81823
H 0.69934 -1.03802 -1.88242
C -0.26180 0.48800 0.03329
H 0.17161 -0.52665 0.18776
O -0.75321 1.37334 0.70543
H 0.58983 0.08417 -3.23384
C 0.06836 -0.27757 -2.35058
O -0.34074 2.01635 -1.75195
C -0.16894 0.85229 -1.40175
O -0.28509 -0.64678 3.15339
```

## Properties
Total charge: 0
M (g/mol): 105.07
DFT total energy (Eh): -417.97919
Energy above the lowest of the compared OMol25 structures with the same formula, charge and spin (kcal/mol): 53.3
Gap between HOMO and LUMO (alpha / beta) (eV): 8.118 / 6.904
2S+1: 4
Expectation value of S²: 3.768

Density functional theory data (ωB97M-V/def2-TZVPD) for a structure of composition C11H27AgClNO5.

Geometry as XYZ:
```
46
C11H27AgClNO5, DFT ωB97M-V/def2-TZVPD
H -0.05055 -1.13511 -3.56315
C -2.91156 2.06177 3.41127
H -4.45876 2.91967 2.23228
H -2.03814 -4.71446 -0.44817
O -4.04507 0.97288 1.63903
H -6.01226 1.31589 1.09669
C 5.75167 0.76367 -2.76543
H -0.81342 -3.90308 0.57714
C -3.60130 2.25270 2.10122
H 2.43124 1.05661 0.88747
H 4.51156 -2.04875 -1.71766
H -0.57292 1.82715 4.78934
H 6.50148 0.88638 -3.54694
H -2.90658 2.67511 1.36212
H -1.76007 -1.38425 -3.82803
H -1.74506 0.56332 5.16635
H 2.99663 -0.82507 -0.39294
C 2.69175 1.59166 -0.03305
Ag -2.00977 0.01433 0.94504
C -1.40556 -2.76483 -1.11307
H -0.35481 -3.32762 -2.73614
H -0.34169 0.16860 4.16237
C -1.14478 -4.09540 -0.43879
H -4.78202 1.86943 -0.08071
O -2.08238 -1.89599 -0.56704
N -0.89398 -2.57707 -2.34229
H -2.59210 3.03556 3.80227
H -3.56451 1.57090 4.14255
H -1.23016 -0.52828 -2.33780
H 2.89428 2.64421 0.14703
C -5.04856 1.08703 0.63552
C -1.07407 0.94191 4.37924
H 1.81298 1.54954 -0.68973
H 4.81353 1.24176 -3.04419
H -5.08944 0.13863 0.10682
H -0.36114 -4.66168 -0.95212
O 3.83278 1.03095 -0.65292
H 5.45100 -1.04374 -0.55890
O -1.76961 1.23846 3.19597
H 2.92057 -0.19310 -2.05535
C 3.55013 -0.24926 -1.15177
C -0.99509 -1.31239 -3.05132
H 6.15522 1.27014 -1.87669
O 5.60469 -0.62032 -2.56425
Cl -1.07267 1.62782 -0.82087
C 4.80850 -1.03568 -1.45040
```

## Properties
Total charge: 0
M (g/mol): 396.66
DFT total energy (Eh): -1473.38518
Energy above the lowest of the compared OMol25 structures with the same formula, charge and spin (kcal/mol): 9.0
Gap between HOMO and LUMO (eV): 8.692
2S+1: 1

Density functional theory data (ωB97M-V/def2-TZVPD) for a structure of composition C43H39BN8O4PPbS2 at a distorted geometry.

Geometry as XYZ:
```
99
C43H39BN8O4PPbS2, DFT ωB97M-V/def2-TZVPD
C -5.85874 -3.14343 5.76500
H 6.10239 -1.91806 -5.77426
C 3.69330 0.04017 -3.45198
C 5.56115 0.00814 -4.99274
N 2.50544 0.40944 0.99953
C 0.35365 2.02081 -5.70333
C -2.25250 -1.96814 3.31172
N -4.76398 -3.28462 2.41315
N -0.71366 -0.84099 1.31306
H 1.46384 4.88214 3.17651
C 4.68586 0.70058 -4.17521
H 1.14142 -3.61952 -1.76770
S -1.95357 1.61049 -2.04631
C 3.46197 -0.48528 0.72158
H 0.52917 -0.13863 2.78138
H -1.03548 3.83199 -0.14209
H 0.24239 3.82458 -6.86151
S -1.18216 4.22387 -2.82394
C -5.82339 -5.13491 4.37487
H -3.44649 3.34400 -6.03672
C -3.35146 -2.42268 -0.77047
C -6.42980 -3.85918 6.77998
C -6.73176 -5.22072 6.60223
P 2.57221 1.09197 -2.44295
N 1.26747 3.18023 1.95157
H -8.18349 -7.42176 8.47869
C -0.05017 4.91391 1.53639
H -0.35249 1.48334 -6.32330
C 3.21227 3.40622 -1.07687
H -8.42087 -7.31556 6.71810
C 4.43939 -2.03036 -4.43959
H -0.51919 5.88026 1.58132
H 6.34019 0.53381 -5.52839
H 4.34308 -3.10409 -4.54692
H 5.49817 -0.80981 1.53588
C -4.16454 -2.92403 0.18250
H 2.53413 -3.23772 -3.23513
O -1.43036 -1.22237 -1.33290
H 6.80784 2.36079 -0.17573
H 5.43317 0.89314 -1.58186
H -5.57114 -5.61061 3.43635
H -5.08155 -3.43309 -0.08392
H 1.44452 1.62424 3.55269
H 5.89977 4.49491 0.66446
N -4.93894 -2.98258 3.61024
C 1.86167 2.07260 -3.82297
Pb 0.55999 0.74940 -0.36116
C 1.61067 4.01200 -5.22376
C 2.20324 3.38328 -4.13700
C 3.73160 2.21259 -1.58730
C 0.92206 1.39794 -4.60482
H -0.80455 -1.11645 4.64390
C 3.56582 -1.35466 -3.58185
C -2.02310 2.84816 -3.19615
C 0.69385 3.33199 -6.00981
H 3.59139 5.16552 0.08154
C -6.41823 -5.84809 5.38939
H -3.76919 4.43301 -4.66051
C 5.43397 -1.36512 -5.12877
H -2.12997 4.33371 -5.34587
C 4.21619 0.82749 2.29898
C -1.11748 -1.25897 3.61982
C -0.31715 3.87336 0.65538
B 2.16537 2.23982 2.79848
N 0.48287 2.83203 0.91271
C -1.81721 -1.54057 0.98068
H 1.87356 5.03571 -5.45642
C -3.03802 3.77314 -5.12717
C 4.57062 -0.26623 1.52698
N 2.98115 1.21616 1.96609
H -6.62798 -6.89910 5.24891
H 3.30036 -1.23488 -0.03320
H 2.18566 3.68325 -1.29216
H -3.58861 -2.52689 -1.82059
H 0.63300 0.38568 -4.33952
H 2.93107 3.91630 -3.54003
H -6.65238 -3.40424 7.73503
H 4.76308 1.33540 3.07395
C 3.99541 4.23235 -0.28887
O -2.77244 2.66366 -4.26049
C 5.29241 3.86063 0.03262
H -2.84955 -2.40510 4.09512
C -0.36763 -0.71449 2.58259
C 2.59909 -2.20516 -2.87285
C 0.96392 4.42314 2.34089
H -6.84917 -7.84269 7.38490
C 5.80271 2.66182 -0.44106
C -5.54715 -3.76577 4.53782
O -7.30767 -5.82370 7.64249
H -5.62246 -2.09428 5.87938
C 5.02741 1.83672 -1.24219
N 1.91488 -1.84337 -1.86858
C -3.87662 -2.78041 1.56825
C -2.63978 -2.11986 1.97204
O 1.11774 -2.78113 -1.27452
C -2.15176 -1.68933 -0.45493
H 2.95382 2.91901 3.38989
H 4.77292 1.77651 -4.09190
C -7.70658 -7.18283 7.53325
```

## Properties
Total charge: +1
M (g/mol): 1044.96
DFT total energy (Eh): -3756.13240
Energy above the lowest of the compared OMol25 structures with the same formula, charge and spin (kcal/mol): 12.3
Gap between HOMO and LUMO (alpha / beta) (eV): 4.706 / 6.017
2S+1: 1

Density functional theory data (ωB97M-V/def2-TZVPD) for a cluster of 3 separate species, C4H10O3 in total at a distorted geometry.

Geometry as XYZ:
```
17
C4H10O3, DFT ωB97M-V/def2-TZVPD
C 1.00293 0.25693 -0.67200
H 1.79399 0.88838 -1.12855
H -0.90930 -0.62252 -0.58451
H 0.21255 -1.03047 -2.35187
O 1.51295 -1.15622 3.35215
H 0.17042 -0.14792 2.33678
C 1.57810 1.72231 1.30787
O -4.40820 -0.34727 -4.20873
C 0.09852 -0.52885 -1.25080
H 2.25877 -0.78710 3.82564
H -4.49434 -1.24846 -3.97951
H -4.91129 -0.17350 -5.07093
H 2.01528 -2.00326 3.08591
H 1.07536 2.37473 2.01940
O -0.29414 0.24478 1.51577
H 2.62234 1.76771 1.10545
C 0.67606 0.79073 0.69791
```

## Properties
Total charge: +1
M (g/mol): 106.12
DFT total energy (Eh): -383.72088
Energy above the lowest of the compared OMol25 structures with the same formula, charge and spin (kcal/mol): 41.4
Gap between HOMO and LUMO (alpha / beta) (eV): 8.163 / 5.994
2S+1: 2
Expectation value of S²: 0.771

Density functional theory data (ωB97M-V/def2-TZVPD) for a cluster of 11 separate species, C6H35NO11 in total at a distorted geometry.

Geometry as XYZ:
```
53
C6H35NO11, DFT ωB97M-V/def2-TZVPD
H -3.38127 -1.72227 1.25570
O -1.84188 -0.89679 -1.13598
H -2.08134 0.74869 3.78507
H -3.79724 -2.83174 0.33788
H -0.95699 -3.42644 -3.02568
H 1.73544 -0.58143 1.04840
H -0.16329 1.32959 0.19317
C -1.86453 1.26202 2.84021
O -3.90121 -1.85769 0.43582
H -0.86509 -1.61695 0.47709
O -0.87663 -2.53391 -3.38655
H 0.48899 0.40957 3.69095
C 3.01226 -0.49835 2.49651
O 1.90495 3.21024 1.22014
O -3.76086 0.51360 -2.67290
H -0.11767 -0.64323 -3.16887
H -4.02247 -0.26578 -2.91094
H 3.40574 0.63964 2.39006
H 2.74865 3.65003 0.82783
H -1.46925 -1.19938 2.42684
H 3.46093 -1.02478 1.61119
O -0.24817 2.29683 -2.16468
H -2.82541 1.09926 2.45884
O 3.54114 3.07555 -1.51192
H 1.25849 -1.44320 2.57941
H -2.06847 0.81369 0.40837
H 3.60072 2.56861 -2.39740
H -2.79556 0.39189 -2.87320
O -1.85487 -2.11627 2.32804
C -0.99913 0.58408 0.65429
C -0.78910 -0.77337 -0.15627
H 0.91950 1.68865 2.39803
H -1.09138 2.61628 -2.34145
O 3.12938 -2.23386 -1.88130
C 0.55813 0.66376 2.65454
H -0.78307 -0.35226 -4.50709
N -0.86586 0.43440 2.11450
H -0.37488 1.44640 -2.59086
H 0.07582 -0.66214 -0.84183
H 2.82816 -2.34386 -0.90875
H -1.17628 -1.84770 -2.62206
O 2.33509 0.69173 -0.98355
H 2.65119 -0.08406 -1.54753
H -2.61287 -1.08746 -0.76391
O -0.48838 0.13390 -3.67830
H 3.09839 -1.15752 3.35648
H 1.65815 1.20379 -1.45331
H -1.76302 -2.65708 3.04429
H 2.54450 -2.52279 -2.56804
H -1.49813 2.27983 3.16275
H 1.56288 2.60325 0.56418
C 1.48869 -0.48671 2.14073
H 3.32709 2.51177 -0.80895
```

## Properties
Total charge: 0
Structure (SMILES): CCCN(C)CCO.O.O.O.O.O.O.O.O.O.O
M (g/mol): 297.34
DFT total energy (Eh): -1131.83908
Energy above the lowest of the compared OMol25 structures with the same formula, charge and spin (kcal/mol): 133.4
Gap between HOMO and LUMO (eV): 9.090
2S+1: 1

- DFT total energy of number 5 (C4H10O3)?
  -383.72088 Eh